a:
Formula: C7H8OS2
Source: the Open Molecules 2025 dataset
Level of theory: the ωB97M-V functional and the def2-TZVPD basis

Last column: Mulliken charge in e.
Element x y z (Å)
C  2.6421  -0.4815  -0.6197  -0.8000
C  1.4197  -0.6239  -0.1979  0.5306
S  0.8630  -2.0829  0.5420  -0.1712
C  -0.0348  -1.2130  1.8924  -0.8431
C  0.1151  0.5927  -0.6325  -0.0236
S  0.4536  2.3329  -0.7461  -0.1732
C  -1.1290  2.6074  -1.2493  -0.3441
C  -1.9298  1.4716  -1.3239  -0.5456
C  -1.1262  0.3191  -0.9757  0.4001
O  -1.7139  -0.9216  -1.0154  -0.5653
H  3.4819  -1.0356  -0.3529  0.3386
H  2.9152  0.2542  -1.3882  0.2577
H  -0.6361  -0.5533  1.2532  0.4027
H  0.7334  -0.8537  2.5563  0.2685
H  -0.5362  -1.9252  2.4146  0.3452
H  -1.5724  3.6112  -1.3354  0.3816
H  -3.0675  1.4204  -1.5380  0.2954
H  -1.1321  -1.4847  -0.5170  0.2455

## Properties
HOMO level = -8.719 eV
Frontier orbital gap = 9.392 eV
SMILES string = C=C(SC)c1sccc1O
LUMO energy = 0.7 eV

***

b:
Formula: C7H8OS2
Source: the Open Molecules 2025 dataset
Level of theory: the ωB97M-V functional and the def2-TZVPD basis

Last column: Mulliken charge in e.
Element x y z (Å)
C  3.3481  0.2230  -0.6433  -1.1487
C  2.4311  1.2175  0.1459  0.6166
O  3.0195  2.1350  0.7487  -0.5937
C  1.0157  1.1065  0.4109  -0.6128
C  0.1151  0.1442  -0.0075  0.6984
C  -1.2225  0.1125  0.5237  -0.9013
C  -2.1473  -0.6958  -0.1584  0.7418
C  -3.5613  -0.9215  0.3375  -1.1682
S  -1.5309  -1.6271  -1.4998  -0.1192
S  0.4460  -1.1759  -1.1526  -0.0468
H  3.0900  -0.8282  -0.4699  0.3380
H  3.2213  0.3717  -1.7464  0.3060
H  4.3705  0.3188  -0.3436  0.3024
H  0.6739  1.8596  1.0821  0.3545
H  -1.5202  0.6946  1.3947  0.2728
H  -4.2454  -0.4285  -0.3320  0.3152
H  -3.8139  -1.9935  0.3441  0.3391
H  -3.6896  -0.5129  1.3658  0.3059

## Properties
HOMO level = -7.872 eV
Frontier orbital gap = 7.605 eV
SMILES string = CC(=O)/C=C1/C=C(C)SS1
LUMO energy = -0.3 eV

***

The most stable of them is b.

***

a:
Formula: C3H6N3O
Source: the Open Molecules 2025 dataset
Level of theory: the ωB97M-V functional and the def2-TZVPD basis

Last column: Mulliken charge in e.
Element x y z (Å)
C  -2.2632  1.3360  -0.0254  -0.8591
C  -1.1817  0.4038  0.0060  0.5562
N  -0.4316  -0.4600  -0.1357  0.0262
C  0.6944  -1.3420  -0.1013  -0.3593
N  1.9792  -0.7387  0.1527  0.0644
N  2.0581  0.5867  -0.0369  0.0854
O  3.1398  1.1036  0.0382  -0.4292
H  -2.5056  1.6507  1.0920  0.3456
H  -3.1727  0.5786  -0.2383  0.3329
H  -1.9333  2.0962  -0.6396  0.3157
H  0.2910  -2.0792  0.7603  0.3276
H  0.5635  -1.7858  -1.0448  0.3620
H  2.7621  -1.3499  0.1726  0.2315

## Properties
HOMO level = -13.539 eV
Charge = +1
Frontier orbital gap = 9.193 eV
SMILES string = CC#[N+]CNN=O
LUMO energy = -4.3 eV

***

b:
Formula: C3H6N3O
Source: the Open Molecules 2025 dataset
Level of theory: the ωB97M-V functional and the def2-TZVPD basis

Last column: Mulliken charge in e.
Element x y z (Å)
C  1.4900  -1.1247  0.0754  -1.0450
C  0.3968  -0.1921  -0.0565  0.6586
C  0.2905  1.1349  0.2590  -0.4231
N  -0.9332  1.5996  0.0296  0.1082
N  -1.6759  0.5352  -0.0767  -0.2885
N  -0.8135  -0.6380  -0.2172  0.7120
O  -1.2565  -1.6986  -0.5787  -0.6039
H  2.2043  -0.7673  0.9487  0.3120
H  2.0816  -1.3488  -0.7944  0.2974
H  1.1015  -2.2268  0.3653  0.3299
H  1.1550  1.7761  0.3598  0.3971
H  -1.3387  2.4805  0.0959  0.2206
H  -2.7020  0.4699  -0.4103  0.3247

## Properties
HOMO level (spin up / spin down) = -14.468 / -14.469 eV
Charge = +1
Frontier orbital gap (spin up / spin down) = 9.327 / 9.328 eV
SMILES string = Cc1c[nH][nH][n+]1=O
LUMO energy (spin up / spin down) = -5.1 / -5.1 eV

***

The most stable of them is b.

***

a:
Formula: C5H16N2O
Source: the Open Molecules 2025 dataset
Level of theory: the ωB97M-V functional and the def2-TZVPD basis

Last column: Mulliken charge in e.
Element x y z (Å)
C  -2.8205  -0.7216  0.6982  -0.7843
N  -1.8966  -1.5159  -0.1268  -0.4106
C  -0.4765  -1.1786  0.0333  -0.7505
C  0.0257  -0.0601  -0.9355  -0.6771
C  0.3752  1.2312  -0.2010  0.6691
C  0.4851  2.4214  -1.1507  -1.5725
N  1.6750  1.0762  0.4292  -0.4949
H  -3.5733  -1.3734  1.1190  0.3190
H  -2.2613  -0.0360  1.3386  0.2444
H  -3.3586  -0.0235  0.0408  0.2476
H  -1.9716  -2.4942  0.0933  0.2652
H  0.1257  -2.0814  -0.0321  0.3377
H  -0.2802  -0.7930  1.0472  0.4030
H  -0.7092  0.1421  -1.7107  0.4272
H  0.9032  -0.5199  -1.3987  0.2875
H  -0.4014  1.4120  0.5527  -0.0038
H  0.6081  3.3093  -0.5209  0.3841
H  -0.3984  2.4762  -1.7821  0.4008
H  1.4075  2.3221  -1.7133  0.3953
H  2.2319  1.9209  0.4549  0.1749
H  1.8483  0.4535  1.1995  0.1422
O  3.1313  -1.7823  0.9875  -0.6410
H  2.8684  -1.9396  0.0652  0.3184
H  2.4624  -2.2451  1.5123  0.3184

## Properties
HOMO level = -8.596 eV
Frontier orbital gap = 9.332 eV
SMILES string = CNCC[C@H](C)N.O
LUMO energy = 0.7 eV

***

b:
Formula: C5H16N2O
Source: the Open Molecules 2025 dataset
Level of theory: the ωB97M-V functional and the def2-TZVPD basis

Last column: Mulliken charge in e.
Element x y z (Å)
C  -2.0025  -0.7607  -0.2184  0.0200
C  3.1511  0.4159  0.0012  -0.4670
C  3.3990  -0.3911  -1.2553  -0.8977
N  -1.2029  -1.9601  -0.0525  -0.7008
O  -3.3583  -1.0452  0.0968  -0.5358
H  -3.5398  -1.9493  -0.1893  0.3163
H  -1.9213  -0.4608  -1.2726  0.3259
H  -1.1981  -2.2240  0.9298  0.2307
H  -0.2419  -1.7527  -0.3124  0.2835
H  3.3764  -0.1306  0.9133  0.2498
H  3.6663  1.3786  0.0129  0.3245
H  3.0891  0.1577  -2.1460  0.2788
H  2.8488  -1.3315  -1.2284  0.2439
H  4.4627  -0.6253  -1.3593  0.3203
C  -1.5810  0.4310  0.6425  0.0614
C  -2.4446  1.6732  0.4935  -1.3592
N  0.6919  0.4340  0.3762  -0.6086
H  0.8454  0.5127  1.3901  0.2518
H  2.0243  0.7487  0.0120  0.0765
H  -0.5267  0.8185  0.1144  0.0838
H  -1.5349  0.1171  1.6883  0.4231
H  -3.4674  1.4488  0.8049  0.3620
H  -2.0674  2.4935  1.1061  0.3896
H  -2.4682  2.0014  -0.5478  0.3272

## Properties
HOMO level = -8.926 eV
Frontier orbital gap = 8.784 eV
LUMO energy = -0.1 eV

***

c:
Formula: C5H16N2O
Source: the Open Molecules 2025 dataset
Level of theory: the ωB97M-V functional and the def2-TZVPD basis

Last column: Mulliken charge in e.
Element x y z (Å)
N  0.8834  -0.9460  -1.2700  -0.5228
C  1.2991  0.3258  -1.7781  -0.7636
C  1.7706  1.3515  -0.7840  -0.3459
C  0.9550  2.0077  0.2377  -0.3532
C  -0.4501  1.4969  0.5861  -0.4382
C  -1.1722  2.1305  1.7215  -0.5354
N  -0.9204  1.6223  3.1711  -0.5095
H  1.7181  -1.4099  -0.9465  0.1877
H  0.0749  -1.1635  -0.6282  0.1994
H  0.3397  0.6612  -2.3032  0.2870
H  2.0659  -0.1401  -2.3565  0.4228
H  2.0881  2.2098  -1.5024  0.1922
H  2.7574  1.1289  -0.2866  0.3167
H  1.6199  2.0353  1.1817  0.1740
H  0.8156  3.0766  -0.0400  0.2545
H  -1.0803  1.4639  -0.2635  0.3963
H  -0.4681  0.4327  0.7873  0.1841
H  -0.9806  3.2732  1.6475  0.2520
H  -2.3412  2.2281  1.5912  0.2317
H  -0.4893  2.1744  3.8230  0.1785
H  -0.5316  0.7868  3.3182  0.1917
O  -2.0304  -6.5587  -1.8250  -0.6420
H  -2.4092  -6.4173  -0.9206  0.3247
H  -1.0902  -6.4795  -1.7081  0.3171

## Properties
HOMO level = -8.794 eV
Frontier orbital gap = 9.637 eV
SMILES string = NCCCCCN.O
LUMO energy = 0.8 eV

***

The most stable of them is a.